C6H12O2 | wB97M-V/def2-TZVPD

CARTESIAN COORDINATES (ANGSTROEM)
O  -3.047  -1.209  -0.966
C  -2.289  -0.254  -1.087
O  -1.972  0.283  -2.371
C  -1.512  0.426  -0.084
C  -0.547  -0.648  0.634
C  0.775  -0.833  -0.080
C  1.570  0.418  -0.029
C  2.078  0.873  1.462
H  -2.149  -0.281  -3.180
H  -0.961  1.212  -0.545
H  -2.278  0.774  0.720
H  -1.191  -1.595  0.680
H  -0.605  -0.508  1.689
H  0.493  -1.097  -1.062
H  1.413  -1.660  0.210
H  2.458  0.133  -0.767
H  1.117  1.207  -0.541
H  1.457  0.411  2.098
H  2.160  1.933  1.575
H  3.030  0.415  1.645

## Properties
- largest force on an atom (eV/Å) = 4.8
- energy above the lowest of the compared OMol25 structures with the same formula, charge and spin (kcal/mol) = 39.3
- 2S+1 = 1
- E_tot (hartree) = -386.257554
- orbital gap (eV) = 11.31
- SMILES = CCCCCC(=O)O
- M (g/mol) = 116.160